166
Properties=species:S:1:pos:R:3:forces:R:3 method="wB97M-V/def2-TZVPD" homo_ev=-9.0 total_charge=0
C 20.75633 21.03235 15.05374 2.92 -0.42 1.18
C 20.36190 20.72141 13.66319 -0.43 -1.01 -0.61
O 21.15847 21.50922 12.71645 -0.01 0.77 4.04
P 20.95236 21.38346 11.24820 -0.78 -2.89 -5.84
O 21.18416 20.03901 10.62989 -0.41 1.00 1.10
O 19.42960 21.82729 10.88352 0.79 -1.08 0.33
C 19.06999 23.18962 10.80411 0.92 1.00 0.33
C 17.53851 23.40259 10.74082 1.52 -1.06 -1.11
O 21.93730 22.42025 10.61144 -0.27 1.19 0.55
C 22.60679 22.16266 9.36507 0.70 -0.11 -0.32
C 23.20051 23.45342 8.83199 0.68 0.52 1.80
H 21.88975 21.07531 15.09934 -1.14 -0.44 -0.10
H 20.55059 21.96344 15.53542 -1.04 0.87 -0.33
H 20.44834 20.24157 15.74726 -0.07 0.03 -0.28
H 20.57259 19.64310 13.43391 -0.17 0.93 0.17
H 19.29061 20.86529 13.50030 0.24 0.19 -0.31
H 19.58474 23.65022 11.69169 -1.01 0.31 -0.62
H 19.61801 23.55507 9.92313 -0.53 0.45 0.08
H 17.09620 22.87614 9.86838 0.46 0.51 0.28
H 17.11965 22.90293 11.57597 -0.60 -0.09 1.08
H 17.33272 24.45884 10.70309 -0.25 0.30 0.11
H 23.42138 21.46483 9.58592 -0.30 -0.09 -0.23
H 21.91997 21.73035 8.63952 -0.12 -0.18 0.14
H 23.97920 23.80305 9.60598 -0.98 -0.44 -1.48
H 23.62872 23.29600 7.83814 0.09 0.04 0.26
H 22.42853 24.22398 8.78527 0.02 0.01 -0.17
C 9.83723 12.98718 14.05353 1.12 0.13 -1.06
C 11.33934 12.78496 14.37720 0.28 -0.24 -0.18
O 11.85251 13.88580 15.18110 -0.06 -0.30 0.67
P 12.82310 13.58745 16.39132 1.58 0.42 0.97
O 14.27401 13.67383 16.17232 0.41 0.27 -0.85
O 12.35548 14.61454 17.48281 -0.82 0.48 0.47
C 13.18034 14.88175 18.68594 0.44 -0.94 -1.75
C 14.05710 16.07664 18.36478 1.86 -0.80 0.52
O 12.52837 12.15408 16.97584 -0.94 -0.42 -0.15
C 13.48448 11.32966 17.69595 1.11 1.03 -1.12
C 12.94262 11.09652 19.07533 -0.27 1.51 0.37
H 9.73125 13.78927 13.27330 -0.12 -0.57 1.02
H 9.51111 12.05911 13.58346 -0.05 -0.04 -0.12
H 9.18942 13.12833 14.92185 0.40 0.30 -0.03
H 11.51830 11.89080 14.99587 -0.38 0.06 -0.59
H 12.01306 12.72814 13.46352 -1.11 0.04 0.90
H 12.50285 15.07262 19.49254 -0.57 0.16 0.27
H 13.69981 13.91218 18.90192 0.05 1.17 -0.03
H 13.49281 16.92947 18.03322 -0.37 0.19 -0.23
H 14.60953 16.37622 19.27146 -0.31 -0.03 -0.11
H 14.87150 15.82249 17.63531 -1.04 0.14 0.37
H 13.74328 10.53998 17.00663 -0.77 -1.09 0.26
H 14.50229 11.81140 17.70600 -1.10 0.25 0.42
H 11.84578 10.89474 19.16532 1.14 -0.22 -0.30
H 13.59023 10.44806 19.61613 0.12 -1.16 0.36
H 13.14364 12.05347 19.60379 -0.57 -0.37 -0.16
C 22.34317 11.07921 13.80103 1.07 -1.87 -1.43
C 22.43407 11.89922 12.50138 -0.06 0.25 1.02
O 21.05947 12.16448 12.17221 -0.09 0.25 -1.03
P 20.60163 12.20296 10.64397 -3.23 0.23 1.80
O 21.65120 12.06252 9.67646 1.69 0.21 -1.39
O 19.49742 11.00949 10.50571 0.95 0.56 -0.68
C 20.09574 9.72453 10.14683 -0.36 -1.15 1.68
C 18.96404 8.65856 10.20928 1.82 0.21 -0.77
O 19.69405 13.54583 10.66919 0.15 -1.37 -0.35
C 18.36446 13.65932 10.03425 1.19 0.72 0.27
C 18.46064 13.70178 8.51584 -0.01 1.11 0.23
H 22.03311 11.58679 14.67002 -0.49 0.97 0.84
H 21.59562 10.27116 13.58654 0.57 0.67 0.29
H 23.30607 10.55259 14.05257 -0.73 0.63 -0.37
H 22.95432 12.87193 12.50846 -0.12 -0.34 0.60
H 22.93650 11.33696 11.73264 -0.09 -0.43 -0.41
H 20.68683 9.70666 9.22682 -0.56 0.50 -0.10
H 20.78440 9.47944 10.95130 0.40 0.05 0.13
H 18.57888 8.57527 11.22282 -0.17 0.15 -0.14
H 18.28331 9.09316 9.49995 -1.05 -0.55 -0.19
H 19.35946 7.65043 9.86814 -0.54 1.25 0.27
H 17.70345 12.94193 10.49497 -0.08 -0.57 -0.25
H 18.05721 14.64381 10.38859 -0.22 -0.02 -0.06
H 17.45432 13.80721 8.10236 -0.01 -0.56 -0.05
H 18.89929 14.69129 8.26379 0.23 -0.72 0.04
H 19.05882 12.90064 8.06615 -0.37 0.11 0.14
C 16.16197 13.19299 13.40694 1.10 0.48 2.36
C 16.62847 12.42499 14.70134 -1.11 -0.03 -1.99
C 15.83026 11.15745 14.85819 -0.52 -0.93 2.18
O 16.51119 10.19647 14.03898 -1.31 -0.28 0.18
C 17.75468 10.58971 13.95262 1.60 1.63 0.24
O 18.66762 10.02290 13.46318 0.43 -0.96 -0.38
O 17.91037 11.82964 14.52006 0.38 0.10 -0.12
H 16.86526 14.03172 13.28546 -0.29 -0.22 -0.33
H 15.18161 13.57787 13.68246 -0.14 0.05 -0.35
H 16.15689 12.54244 12.55487 -0.09 -0.29 -0.49
H 16.59586 13.04465 15.58937 0.15 0.07 -0.08
H 14.77022 11.08317 14.63666 0.03 0.56 -0.34
H 15.94362 10.85994 15.93908 -0.09 -0.14 -0.90
C 16.63715 20.18830 7.54727 0.71 -1.85 1.86
C 17.04216 19.31875 8.81124 1.07 0.57 -1.82
C 18.37887 18.48826 8.66390 -2.10 0.13 0.77
O 18.82158 18.43233 10.01195 -0.41 0.78 0.64
C 18.15241 19.38375 10.74870 0.44 -1.53 -2.74
O 18.24529 19.48179 11.90039 0.48 0.27 3.32
O 17.30895 20.08567 10.00530 -0.62 0.20 -1.15
H 17.22594 21.05704 7.60154 0.51 1.50 0.01
H 15.56901 20.39215 7.54610 0.14 0.03 -0.21
H 17.00025 19.65224 6.67376 -0.47 -0.16 -0.21
H 16.23853 18.67854 9.03412 -1.03 -1.04 0.39
H 19.05376 19.06499 8.05857 0.67 -0.18 -0.42
H 18.17538 17.43566 8.38508 0.29 0.80 -0.44
C 15.06335 18.19621 12.38450 -0.25 -0.35 -1.07
C 15.17152 16.72618 12.07115 -1.39 -0.33 1.03
C 13.79872 15.99012 11.90096 0.41 -0.57 0.43
O 13.74826 15.76034 10.49254 -0.60 -0.16 0.44
C 14.94837 15.95825 9.96007 0.08 -0.93 -0.85
O 15.20855 15.65743 8.83464 0.37 0.40 -0.14
O 15.81110 16.43189 10.85662 0.77 0.60 -0.78
H 14.49360 18.59773 11.56101 -0.63 0.66 -0.06
H 16.01226 18.69594 12.33962 0.60 0.07 0.32
H 14.58440 18.35661 13.34478 -0.09 0.04 0.02
H 15.75566 16.26580 12.81302 0.71 -0.81 1.11
H 12.93356 16.57694 12.13672 -0.28 0.57 0.33
H 13.69463 15.01878 12.46397 0.43 0.86 -0.66
C 23.74151 19.23378 14.06799 0.04 -1.10 1.52
C 24.98042 19.61020 13.32828 -1.35 2.10 -2.00
C 25.02957 19.14932 11.81217 -1.55 0.87 1.72
O 25.30444 20.34218 11.09160 0.42 0.85 0.39
C 25.16162 21.47695 11.87370 -1.14 -2.21 1.05
O 25.12777 22.56935 11.43228 0.43 0.54 0.02
O 24.90963 21.12178 13.19713 0.80 -0.97 -1.87
H 22.87209 19.24272 13.43214 -0.30 0.01 -0.33
H 23.55575 19.93192 14.91140 0.34 -0.47 -0.51
H 23.85288 18.20053 14.50795 -0.16 0.94 -0.47
H 25.85181 19.43745 13.87484 1.49 -0.47 0.76
H 24.01159 18.81179 11.55946 0.35 0.04 -0.18
H 25.72210 18.36449 11.59818 0.68 -0.22 -0.15
F 17.47654 18.40535 15.09640 0.46 -1.37 -0.24
C 18.13567 17.17085 14.99145 -0.39 1.47 0.02
C 18.56983 16.76995 13.73903 0.31 0.34 0.40
C 19.34768 15.62932 13.65325 -0.08 -0.49 1.71
C 19.68205 14.94988 14.87274 -0.18 0.39 -1.63
C 19.23161 15.37830 16.10638 -0.44 0.96 -1.07
C 18.42108 16.52024 16.15580 0.09 -0.48 0.22
H 18.44852 17.48625 12.95286 -0.29 -0.03 -0.69
H 19.71360 15.25262 12.70619 0.08 0.05 0.03
H 20.33362 14.11032 14.74412 0.19 -0.50 0.29
H 19.52400 14.93212 17.02156 0.23 -0.61 0.59
H 18.04385 16.90632 17.08468 -0.03 0.14 0.25
F 25.55814 14.38236 22.20739 -0.13 0.01 -0.18
C 25.41012 15.23287 21.16348 0.83 -0.84 -0.43
C 25.11778 16.54725 21.44175 -1.42 0.99 1.13
C 24.96188 17.39657 20.35166 0.33 1.11 -0.97
C 25.21568 16.95644 19.04047 -0.89 0.53 0.38
C 25.57569 15.64799 18.81094 0.16 0.10 1.64
C 25.69397 14.75293 19.87167 0.21 0.35 0.50
H 24.82464 16.90342 22.49645 0.82 -0.77 -1.77
H 24.73037 18.47868 20.45532 -0.01 -0.99 0.29
H 25.02713 17.59585 18.16784 0.33 -0.01 0.60
H 25.88279 15.40088 17.84661 0.21 -0.79 -1.48
H 26.11657 13.75572 19.70923 -0.45 0.32 0.27
F 24.55215 15.13052 13.42933 0.42 -0.06 0.06
C 23.93587 15.63564 12.33250 -0.69 -0.60 0.76
C 24.48811 15.41340 11.10148 -0.53 0.34 -0.09
C 23.81040 15.88415 9.98492 -0.81 0.33 -0.10
C 22.60517 16.64581 10.09505 3.03 -2.12 3.67
C 22.11916 16.80137 11.40652 -0.96 -0.06 0.08
C 22.70333 16.19738 12.54463 0.26 1.02 0.06
H 25.38520 14.84161 11.11814 0.63 -0.32 -0.57
H 24.19530 15.60037 9.01952 0.10 0.24 -0.27
H 22.22886 17.11374 9.27139 -1.36 1.07 -1.89
H 21.20662 17.37563 11.54372 0.04 0.03 -0.05
H 22.40270 16.25228 13.63234 -0.25 0.18 -1.63